Here is the molecule C4H5NO from the OMol25 dataset. Energies are from ωB97M-V with the def2-TZVPD basis set.

Last column: natural (NBO) charge in e.
Positions of all 11 atoms, in Å:
C (1.138522, -1.334890, -0.320969)  -0.61
C (1.311845, -0.044608, -0.188720)  0.39
N (1.085691, 1.161963, -0.091529)  -0.41
C (-0.404865, 1.266811, -0.056712)  -0.34
C (-1.062118, 0.013386, 0.505457)  0.43
O (-1.991085, -0.542125, -0.024392)  -0.52
H (1.181962, -1.998433, 0.530102)  0.25
H (0.866023, -1.718627, -1.296007)  0.25
H (-0.721917, 2.118487, 0.546077)  0.22
H (-0.750296, 1.409411, -1.082479)  0.22
H (-0.653760, -0.331373, 1.479169)  0.12

Atoms 1-2, force components in eV/Å:
C 0.4644 -0.0913 -0.1057
C -0.3536 0.1265 -0.0232

SMILES: C=C=NCC=O
Frontier orbital gap (Ha): 0.3848
Calculated total energy (hartree): -285.32196
Lowest unoccupied orbital energy (Ha): 0.0357
ΔE to the lowest compared entry with this formula, charge and spin (eV): 2.521